Computed, not measured: a molecular structure, C5H6O4 in a non-equilibrium geometry, with ωB97M-V/def2-TZVPD.

```
15
Properties=species:S:1:pos:R:3:nbo_charge:R:1
O 4.135 0.755 0.021 -0.948
H 3.446 0.107 -0.193 0.482
H 3.647 1.556 0.234 0.465
O 1.218 -0.639 -1.188 -0.533
C 0.511 -0.954 -0.246 0.766
O 0.668 -0.326 0.924 -0.510
C -0.894 -0.158 1.012 0.079
C -1.363 0.996 0.113 0.005
O -1.170 0.867 -1.275 -0.430
C -1.964 -0.149 -0.702 0.084
C -0.987 -1.188 -0.111 -0.395
H -1.231 -0.275 2.043 0.242
H -1.724 1.964 0.462 0.218
H -2.946 -0.345 -1.130 0.225
H -1.345 -2.209 0.036 0.250
```

Total charge = 0
ΔE to the lowest compared entry with this formula, charge and spin = 490.5 kJ/mol
Max |F| = 0.0936 Eh/bohr
Frontier orbital gap = 10.60 eV
HOMO = -10.0 eV
LUMO level = 0.5537 eV